Entry from the Open Molecules 2025 dataset: a gas-phase ion, C20H28NO4 (charge +1) (ωB97M-V/def2-TZVPD).

Values from the calculation:
2S+1 ... 1
Net charge ... +1
ΔE to the lowest compared entry with this formula, charge and spin ... 10.21 kJ/mol
Highest occupied orbital energy ... -10.794 eV
Structure (SMILES) ... COc1ccc(CC[NH2+]C[C@@H](O)COc2cccc(C)c2)cc1OC

Geometry as XYZ:
```
53
Properties=species:S:1:pos:R:3:forces:R:3
C -3.562 3.282 3.570 -0.280 0.114 0.120
O -2.371 2.784 3.002 0.343 -0.241 -0.178
C -2.362 1.532 2.502 0.125 0.011 -0.024
C -3.451 0.679 2.440 0.084 0.311 0.080
C -3.337 -0.588 1.880 0.195 -0.132 -0.119
C -2.124 -1.033 1.395 -0.039 -0.099 0.156
C -2.000 -2.350 0.673 -0.081 0.229 -0.048
C -2.274 -2.129 -0.821 -0.304 -0.560 0.252
N -1.400 -1.042 -1.294 0.262 0.234 0.355
C -1.719 -0.382 -2.569 -0.013 0.631 -0.446
C -0.850 0.885 -2.652 0.439 -0.356 -0.319
O -1.051 1.541 -1.421 -0.083 0.103 0.121
C 0.634 0.550 -2.896 -0.274 0.329 -0.175
O 1.069 -0.343 -1.891 0.260 -0.103 0.034
C 2.420 -0.670 -1.821 0.036 -0.089 0.101
C 3.369 -0.278 -2.747 -0.382 0.144 -0.080
C 4.685 -0.680 -2.564 0.077 -0.074 0.101
C 5.045 -1.456 -1.483 0.004 0.050 -0.074
C 4.092 -1.854 -0.548 -0.125 0.076 -0.090
C 4.488 -2.698 0.620 0.045 -0.036 0.026
C 2.779 -1.454 -0.730 -0.024 0.093 -0.114
C -1.009 -0.186 1.470 0.036 0.087 0.440
C -1.108 1.083 2.014 -0.042 0.204 -0.018
O -0.089 1.968 2.102 -0.499 0.004 0.132
C 1.198 1.564 1.704 0.300 -0.076 -0.088
H -4.364 3.348 2.827 0.036 -0.019 0.025
H -3.892 2.667 4.412 0.019 0.007 -0.038
H -3.320 4.281 3.926 -0.065 -0.077 -0.015
H -4.408 0.991 2.824 -0.090 0.101 0.057
H -4.205 -1.226 1.837 -0.130 -0.099 -0.002
H -1.002 -2.768 0.808 0.034 -0.078 0.010
H -2.721 -3.068 1.060 0.024 -0.069 -0.058
H -3.312 -1.819 -0.960 0.105 0.054 -0.072
H -2.093 -3.035 -1.401 0.029 0.128 -0.087
H -0.402 -1.320 -1.341 -0.348 0.086 0.119
H -1.424 -0.294 -0.555 0.078 -0.333 -0.416
H -2.773 -0.094 -2.564 0.074 -0.123 0.068
H -1.528 -1.048 -3.411 -0.013 -0.037 0.110
H -1.196 1.501 -3.492 0.023 -0.170 0.055
H -0.647 2.415 -1.424 -0.008 0.009 0.019
H 1.222 1.476 -2.862 -0.033 -0.076 -0.021
H 0.745 0.101 -3.892 0.022 0.054 0.055
H 3.112 0.324 -3.603 -0.047 0.065 -0.090
H 5.429 -0.377 -3.284 0.077 0.029 -0.070
H 6.072 -1.760 -1.355 0.139 -0.033 0.009
H 4.889 -3.650 0.276 0.018 -0.080 0.042
H 3.643 -2.894 1.275 -0.026 -0.038 0.073
H 5.269 -2.203 1.195 0.038 -0.011 0.087
H 2.019 -1.748 -0.020 -0.107 -0.035 0.115
H -0.042 -0.555 1.162 0.153 -0.004 -0.091
H 1.557 0.716 2.295 -0.031 0.005 -0.021
H 1.844 2.421 1.884 -0.008 -0.079 -0.024
H 1.230 1.304 0.640 -0.025 -0.033 0.013
```
Positions in Å, forces in eV/Å.

***

Entry from the Open Molecules 2025 dataset: a molecular structure, C29H34BiN2O2S (ωB97M-V/def2-TZVPD).

Values from the calculation:
2S+1 ... 2
Net charge ... -2
<S²> ... 0.76
ΔE to the lowest compared entry with this formula, charge and spin ... 37.03 kJ/mol
Highest occupied orbital energy (spin up / spin down) ... 0.741 / -0.671 eV

Geometry as XYZ:
```
69
Properties=species:S:1:pos:R:3:forces:R:3
Bi -1.209 0.391 0.087 0.350 1.550 -0.508
C -4.124 1.120 0.376 0.269 -0.164 -0.180
C -3.443 2.054 1.193 -0.039 0.028 0.085
C -3.008 1.371 2.346 -0.116 -0.097 0.063
C -3.434 0.024 2.258 -0.195 0.145 0.134
C -4.121 -0.132 1.046 -0.178 -0.093 0.152
C -4.824 -1.364 0.559 0.047 -0.037 -0.090
C -3.126 -1.031 3.278 0.041 -0.061 0.010
C -2.220 1.960 3.478 0.060 0.039 -0.011
C -3.192 3.506 0.909 0.103 -0.083 -0.099
C -4.769 1.364 -0.957 -0.069 0.058 -0.014
H -4.568 -1.609 -0.478 0.015 0.004 -0.003
H -5.919 -1.261 0.592 0.000 0.013 0.015
H -4.560 -2.238 1.157 0.008 -0.005 -0.015
H -2.054 -1.253 3.332 0.003 0.014 -0.010
H -3.621 -1.976 3.043 -0.007 0.010 0.002
H -3.445 -0.736 4.285 -0.010 0.004 0.003
H -1.451 1.267 3.837 -0.002 -0.009 -0.002
H -2.840 2.220 4.348 -0.015 0.009 -0.009
H -1.704 2.869 3.158 0.004 -0.001 0.007
H -2.119 3.676 0.759 -0.008 0.031 -0.005
H -3.556 4.148 1.720 0.025 0.011 0.014
H -3.693 3.824 -0.008 -0.012 0.005 0.008
H -5.853 1.183 -0.938 -0.005 0.013 0.020
H -4.364 0.717 -1.744 -0.001 -0.015 0.012
H -4.617 2.393 -1.289 0.000 -0.004 -0.007
O -0.348 2.190 -0.236 -0.425 -0.883 0.225
S -0.279 -3.896 0.896 -0.010 0.561 -0.056
C -0.484 -2.320 0.600 0.136 -0.915 0.107
C 5.486 0.363 1.834 -0.054 -0.036 -0.101
N 4.713 -0.405 0.852 -0.048 0.021 0.028
N 3.603 0.329 0.393 -0.003 0.039 0.131
C 2.429 -0.426 0.513 0.164 0.518 0.003
O 1.379 -0.006 0.093 0.018 -0.616 -0.158
C 2.834 -1.661 1.176 -0.129 -0.147 -0.101
C 4.158 -1.600 1.362 0.098 0.107 -0.044
C 5.067 -2.593 2.002 -0.069 -0.039 -0.006
C 3.758 1.430 -0.483 -0.033 -0.124 0.069
C 2.667 2.274 -0.747 0.201 -0.071 0.030
C 2.872 3.329 -1.623 -0.073 0.044 -0.003
C 4.108 3.576 -2.211 -0.012 0.007 -0.010
C 5.172 2.732 -1.935 0.039 -0.065 0.025
C 4.999 1.650 -1.080 -0.060 0.065 -0.035
H 5.785 1.305 1.379 0.023 0.001 0.032
H 6.381 -0.200 2.095 -0.002 0.007 0.009
H 4.896 0.570 2.733 -0.006 0.006 0.002
H 2.147 -2.472 1.377 0.014 0.020 0.023
H 4.500 -3.495 2.226 0.026 -0.003 0.005
H 5.492 -2.215 2.934 -0.016 0.001 0.011
H 5.891 -2.848 1.333 0.004 0.000 0.003
H 1.658 2.118 -0.336 0.036 0.080 -0.055
H 2.020 3.962 -1.841 0.005 -0.004 0.006
H 4.235 4.411 -2.889 0.002 0.002 0.007
H 6.139 2.896 -2.397 -0.009 0.005 -0.001
H 5.810 0.959 -0.894 0.009 0.010 -0.025
C -0.991 -0.080 -2.276 0.043 0.061 0.281
C -1.057 -1.458 -2.767 -0.117 -0.157 -0.023
C -2.247 -2.203 -2.709 -0.032 0.117 -0.037
C -2.314 -3.512 -3.148 0.022 -0.053 -0.023
C -1.187 -4.148 -3.665 -0.031 0.079 0.027
C 0.002 -3.435 -3.725 -0.002 0.000 -0.003
C 0.062 -2.119 -3.291 0.084 0.032 0.079
H -1.789 0.561 -2.658 -0.032 -0.029 0.026
H -0.024 0.396 -2.442 -0.042 0.062 -0.034
H -3.127 -1.731 -2.284 0.000 -0.028 0.010
H -3.251 -4.052 -3.065 0.003 -0.006 -0.001
H -1.234 -5.180 -3.991 0.000 -0.007 0.004
H 0.899 -3.909 -4.111 0.002 -0.004 0.004
H 1.001 -1.576 -3.339 0.009 -0.023 -0.006
```
Positions in Å, forces in eV/Å.

***

Entry from the Open Molecules 2025 dataset: a molecular structure, C25H26F32NO8S2 (ωB97M-V/def2-TZVPD).

Values from the calculation:
2S+1 ... 1
Net charge ... -1
Highest occupied orbital energy ... -6.286 eV

Geometry as XYZ:
```
94
Properties=species:S:1:pos:R:3:forces:R:3
C 5.245 1.665 -6.163 -0.635 0.546 -0.510
C 4.629 2.808 -6.487 0.671 -0.849 0.467
C 3.173 2.874 -6.816 0.205 -0.362 -0.379
S 2.496 4.503 -6.536 -0.116 0.924 -0.497
O 2.777 4.924 -5.187 -0.240 -0.542 0.648
O 3.163 5.315 -7.523 0.015 0.019 -0.631
N 0.941 4.440 -6.933 0.323 -0.908 0.760
S -0.078 3.800 -5.859 0.451 0.471 -0.446
O -0.977 4.818 -5.393 -0.615 0.305 0.206
O 0.554 3.009 -4.815 0.296 -0.309 0.228
C -1.063 2.647 -6.824 0.355 -0.327 0.054
C -0.559 1.221 -6.692 0.049 0.085 0.380
H 4.698 0.731 -6.200 -0.021 -0.051 0.225
H 6.278 1.605 -5.864 0.210 0.148 -0.125
H 5.196 3.726 -6.524 -0.048 0.233 0.081
H 3.061 2.702 -7.886 -0.217 0.208 -0.174
H 2.608 2.091 -6.322 -0.156 0.060 0.355
H -1.029 2.970 -7.857 -0.199 0.291 -0.098
H -2.061 2.708 -6.407 -0.225 0.230 -0.087
H -0.544 0.960 -5.639 -0.005 -0.163 0.147
H -1.219 0.526 -7.203 -0.027 -0.072 -0.212
H 0.458 1.107 -7.049 0.131 -0.024 -0.245
C 0.491 4.562 -1.665 -0.011 0.004 -0.760
C 0.562 5.688 -0.614 -0.562 -0.063 -0.324
C 1.180 5.370 0.751 0.286 0.164 0.178
F 0.472 4.445 1.434 -0.074 -0.062 -0.098
F 1.191 6.498 1.508 -0.005 0.003 -0.103
F -0.668 6.227 -0.441 0.036 -0.070 0.140
F 1.347 6.662 -1.147 0.229 -0.060 0.082
O -0.778 3.899 -1.788 0.483 0.226 0.941
C -1.033 2.819 -1.000 0.176 0.179 -0.780
C -2.270 3.045 -0.129 -0.290 0.005 0.086
F -2.097 4.075 0.717 0.108 -0.014 0.035
F -2.489 1.927 0.618 -0.023 -0.068 0.026
F 0.029 2.439 -0.257 -0.051 -0.063 0.163
F -1.321 1.771 -1.815 -0.070 -0.144 0.097
H 0.645 5.046 -2.630 -0.198 0.022 -0.012
H 1.313 3.856 -1.579 -0.016 -0.056 0.275
H 2.209 5.022 0.638 -0.018 -0.025 -0.059
H -3.145 3.246 -0.749 0.053 -0.098 -0.085
C -2.125 -0.652 2.876 -0.139 0.374 -0.412
C -1.761 -0.889 4.355 -0.494 -0.273 -0.221
C -0.322 -1.284 4.692 0.251 0.091 0.095
F 0.009 -2.472 4.157 -0.109 -0.028 -0.097
F -0.208 -1.403 6.043 -0.085 0.026 0.031
F -2.619 -1.790 4.894 0.100 -0.047 0.031
F -1.979 0.293 4.997 0.181 0.097 -0.020
O -2.787 -1.707 2.194 0.305 -0.386 0.421
C -2.099 -2.698 1.531 -0.028 0.659 -0.291
C -2.429 -4.068 2.124 -0.090 -0.277 0.034
F -2.041 -4.099 3.413 0.087 -0.007 0.066
F -1.761 -5.035 1.456 0.018 0.117 -0.031
F -0.771 -2.473 1.505 -0.073 -0.071 0.158
F -2.522 -2.693 0.248 -0.009 -0.099 0.052
H -2.862 0.149 2.893 -0.038 -0.031 0.085
H -1.285 -0.258 2.304 0.184 -0.186 0.090
H 0.383 -0.523 4.349 -0.041 0.022 -0.004
H -3.501 -4.267 2.065 0.003 0.077 -0.027
C -2.882 -3.448 7.659 -0.143 0.424 -0.465
C -2.376 -3.519 9.111 -0.474 -0.394 -0.083
C -0.902 -3.862 9.338 0.268 0.141 0.164
F -0.607 -5.101 8.902 -0.138 -0.068 -0.114
F -0.642 -3.828 10.668 -0.076 0.052 -0.016
F -3.159 -4.359 9.825 0.103 -0.058 0.013
F -2.549 -2.272 9.635 0.167 0.105 -0.068
O -3.591 -4.572 7.151 0.301 -0.488 0.543
C -2.946 -5.617 6.529 0.062 0.996 -0.288
C -3.212 -6.944 7.241 -0.110 -0.248 0.087
F -2.741 -6.907 8.503 0.069 0.094 -0.015
F -2.575 -7.940 6.584 -0.014 0.068 -0.039
F -1.631 -5.378 6.383 -0.006 -0.182 0.161
F -3.462 -5.709 5.282 -0.106 -0.276 0.014
H -3.629 -2.656 7.666 -0.035 -0.031 0.071
H -2.107 -3.112 6.972 0.171 -0.181 0.113
H -0.252 -3.138 8.839 -0.050 0.001 -0.049
H -4.283 -7.154 7.268 0.001 0.048 -0.059
C 1.697 -0.270 -1.613 -0.558 0.026 0.424
C 3.040 0.372 -1.981 0.181 -0.601 0.048
C 3.148 1.034 -3.351 -0.132 0.626 -0.298
F 2.996 0.127 -4.341 -0.115 -0.268 0.084
F 4.375 1.573 -3.481 0.174 -0.047 0.351
F 4.034 -0.534 -1.813 -0.001 0.053 -0.081
F 3.252 1.365 -1.065 -0.135 0.152 -0.026
O 1.582 -1.684 -1.744 0.488 -0.004 -0.473
C 1.166 -2.277 -2.911 -0.353 0.482 0.426
C 2.231 -3.236 -3.449 0.162 -0.220 -0.073
F 3.364 -2.573 -3.745 -0.036 0.095 -0.009
F 1.778 -3.821 -4.584 -0.051 0.024 0.056
F 0.786 -1.383 -3.836 0.133 -0.061 -0.021
F 0.072 -3.025 -2.615 0.064 -0.082 -0.052
H 1.596 -0.105 -0.542 0.058 -0.026 0.066
H 0.862 0.252 -2.071 0.008 0.040 -0.313
H 2.404 1.829 -3.476 -0.073 -0.063 -0.015
H 2.456 -4.007 -2.709 -0.080 0.018 0.023
```
Positions in Å, forces in eV/Å.

***

Number 1: E -1134.376357 hartree. Number 2: E -1998.060258 hartree. Number 3: E -5617.078596 hartree.